Entry 1:
{
  "formula": "C6H10",
  "method": "the ωB97M-V functional and the def2-TZVPD basis",
  "symbols": ["C", "C", "C", "C", "C", "C", "H", "H", "H", "H", "H", "H", "H", "H", "H", "H"],
  "positions_angstrom": [[1.76, -0.41, 0.43], [0.44, 0.11, -0.07], [-0.49, -0.66, -1.02], [-1.59, -0.63, 0.05], [-0.79, 0.50, 0.74], [0.03, 1.52, -0.13], [2.32, 0.37, 0.96], [2.38, -0.77, -0.39], [1.59, -1.23, 1.13], [-0.79, -0.03, -1.87], [-0.14, -1.62, -1.37], [-1.51, -1.57, 0.63], [-2.65, -0.52, -0.24], [-0.95, 0.76, 1.78], [0.71, 2.19, 0.41], [-0.32, 1.98, -1.05]],
  "orbital_gap_ev": 10.406,
  "homo_energy_ev": -9.3,
  "spin_multiplicity": 1,
  "e_above_lowest_kj_mol": 169.4,
  "smiles": "C[C@@]12CC[C@@H]1C2",
  "charge": 0
}

Entry 2:
{
  "formula": "C42H54ClF3Ge2N5O4SSiY",
  "method": "the ωB97M-V functional and the def2-TZVPD basis",
  "symbols": ["Y", "C", "C", "N", "C", "C", "S", "C", "C", "N", "H", "H", "H", "H", "H", "H", "H", "H", "H", "H", "H", "H", "H", "H", "O", "C", "O", "C", "C", "Cl", "N", "N", "C", "C", "O", "O", "C", "C", "C", "C", "C", "C", "H", "H", "H", "H", "H", "H", "C", "Si", "C", "C", "C", "H", "H", "H", "H", "H", "H", "H", "H", "H", "H", "H", "C", "Ge", "C", "C", "Ge", "C", "C", "C", "C", "C", "C", "C", "C", "C", "C", "C", "C", "H", "H", "H", "H", "H", "H", "H", "H", "H", "H", "H", "H", "H", "H", "H", "H", "H", "H", "H", "F", "C", "F", "F", "C", "C", "C", "N", "C", "C", "H", "H", "H", "H"],
  "positions_angstrom": [[-0.26, 0.55, 0.08], [1.96, 2.29, 2.38], [1.80, 0.89, 2.94], [1.68, -0.10, 1.86], [2.94, -0.56, 1.27], [3.60, 0.40, 0.29], [2.48, 1.17, -0.94], [2.61, 2.94, -0.54], [1.46, 3.49, 0.29], [0.99, 2.53, 1.30], [1.84, 3.02, 3.18], [2.97, 2.43, 1.98], [2.64, 0.65, 3.60], [0.89, 0.84, 3.54], [1.26, -0.93, 2.26], [3.68, -0.82, 2.05], [2.71, -1.48, 0.73], [4.12, 1.22, 0.77], [4.34, -0.16, -0.28], [3.58, 3.08, -0.07], [2.64, 3.46, -1.49], [1.78, 4.44, 0.74], [0.61, 3.71, -0.35], [0.16, 2.94, 1.72], [-2.86, -2.52, 4.79], [-3.29, -1.27, 4.89], [-4.18, -0.96, 5.63], [-2.61, -0.24, 4.05], [-2.72, 1.13, 4.27], [-3.67, 1.97, 5.39], [-1.98, 1.78, 3.34], [-1.39, 0.89, 2.49], [-1.77, -0.31, 2.93], [-1.27, -1.51, 2.19], [-1.13, -2.58, 2.76], [-0.98, -1.28, 0.96], [-1.69, 3.18, 3.31], [-1.83, 3.88, 2.12], [-1.55, 5.23, 2.09], [-1.12, 5.88, 3.24], [-0.97, 5.17, 4.42], [-1.26, 3.81, 4.46], [-2.13, -2.62, 4.13], [-2.21, 3.38, 1.24], [-1.69, 5.78, 1.17], [-0.90, 6.94, 3.22], [-0.63, 5.66, 5.32], [-1.13, 3.26, 5.38], [4.71, -4.16, -0.32], [3.53, -3.65, -1.68], [2.84, -5.16, -2.52], [4.38, -2.53, -2.90], [2.12, -2.69, -0.93], [5.40, -4.93, -0.66], [4.17, -4.55, 0.55], [5.32, -3.31, 0.02], [3.64, -5.77, -2.94], [2.16, -4.90, -3.34], [2.28, -5.79, -1.83], [5.23, -3.03, -3.36], [4.75, -1.62, -2.43], [3.70, -2.24, -3.71], [1.35, -3.14, -0.30], [1.79, -1.75, -1.37], [-2.44, 5.03, -3.97], [-1.00, 4.14, -2.98], [0.37, 3.48, -4.23], [-0.10, 5.59, -1.99], [-1.75, 2.23, -1.68], [-3.33, 2.80, -0.62], [-3.88, 4.09, -0.68], [-4.93, 4.46, 0.14], [-5.48, 3.55, 1.04], [-4.98, 2.26, 1.09], [-3.92, 1.90, 0.27], [-2.70, 1.14, -3.07], [-3.41, 0.01, -2.67], [-4.14, -0.76, -3.56], [-4.17, -0.41, -4.91], [-3.47, 0.71, -5.33], [-2.75, 1.47, -4.42], [-2.05, 5.47, -4.89], [-2.85, 5.84, -3.37], [-3.25, 4.35, -4.23], [0.94, 4.32, -4.64], [-0.05, 2.92, -5.07], [1.08, 2.82, -3.72], [-0.14, 6.49, -2.61], [0.95, 5.38, -1.81], [-0.58, 5.82, -1.04], [-3.47, 4.82, -1.36], [-5.33, 5.47, 0.09], [-6.30, 3.84, 1.68], [-5.41, 1.54, 1.77], [-3.55, 0.88, 0.34], [-3.41, -0.30, -1.62], [-4.68, -1.63, -3.21], [-4.74, -1.00, -5.61], [-3.49, 0.99, -6.38], [-2.21, 2.33, -4.80], [-0.09, -3.33, -6.10], [-1.23, -3.09, -5.43], [-1.81, -4.27, -5.17], [-2.04, -2.40, -6.24], [-0.93, -2.32, -4.16], [-0.34, -1.07, -4.25], [-0.08, -0.39, -3.08], [-0.34, -0.89, -1.86], [-0.92, -2.10, -1.79], [-1.23, -2.85, -2.92], [-0.11, -0.63, -5.20], [0.38, 0.59, -3.11], [-1.13, -2.48, -0.80], [-1.69, -3.82, -2.81]],
  "orbital_gap_ev": [7.373, 7.057],
  "homo_energy_ev": [-10.2, -10.2],
  "spin_multiplicity": 2,
  "e_above_lowest_kj_mol": 31.5,
  "charge": 1
}

Entry 3:
{
  "formula": "C4H12N4",
  "method": "the ωB97M-V functional and the def2-TZVPD basis",
  "symbols": ["C", "C", "N", "C", "N", "N", "N", "C", "H", "H", "H", "H", "H", "H", "H", "H", "H", "H", "H", "H"],
  "positions_angstrom": [[1.96, 0.54, 0.04], [0.78, 0.03, -1.00], [1.21, -1.20, -1.64], [-0.46, -0.27, -0.19], [-1.64, -0.30, -0.97], [-0.41, -1.16, 0.92], [-0.38, 0.28, 1.17], [-1.57, 0.79, 1.83], [1.73, 1.28, 0.80], [2.70, 1.02, -0.59], [2.40, -0.36, 0.46], [0.55, 0.84, -1.71], [2.03, -1.04, -2.22], [0.46, -1.58, -2.21], [-2.41, -0.71, -0.45], [-1.91, 0.63, -1.28], [0.52, -1.56, 1.04], [-2.48, 0.25, 1.55], [-1.43, 0.70, 2.90], [-1.68, 1.84, 1.56]],
  "orbital_gap_ev": 9.903,
  "homo_energy_ev": -8.9,
  "spin_multiplicity": 1,
  "e_above_lowest_kj_mol": 210.2,
  "smiles": "C[C@@H](N)[C@@]1(N)NN1C",
  "charge": 0
}

Entry 4:
{
  "formula": "C4H3Cl2F2O2",
  "method": "the ωB97M-V functional and the def2-TZVPD basis",
  "symbols": ["C", "C", "C", "C", "O", "O", "F", "F", "Cl", "Cl", "H", "H", "H"],
  "positions_angstrom": [[1.49, 0.59, -0.39], [0.10, -1.00, 1.24], [0.30, -0.51, -0.21], [-1.16, 0.88, -0.72], [2.31, 0.35, -1.28], [1.32, 1.46, 0.45], [-1.89, 0.14, -1.58], [-0.67, 1.93, -1.31], [0.21, -1.83, -1.30], [-2.31, 1.20, 0.63], [-0.07, -0.07, 1.76], [-0.69, -1.70, 1.24], [1.05, -1.43, 1.47]],
  "orbital_gap_ev": 7.817,
  "homo_energy_ev": -4.5,
  "spin_multiplicity": 1,
  "e_above_lowest_kj_mol": 131.6,
  "charge": -1
}

Entry 5:
{
  "formula": "C27H24N6NaO4S3",
  "method": "the ωB97M-V functional and the def2-TZVPD basis",
  "symbols": ["Na", "C", "C", "C", "C", "C", "C", "C", "C", "C", "S", "C", "N", "H", "H", "H", "H", "H", "H", "H", "H", "C", "N", "C", "C", "N", "C", "S", "H", "H", "H", "H", "H", "H", "O", "C", "O", "C", "C", "C", "C", "C", "C", "N", "O", "O", "H", "H", "H", "H", "N", "C", "S", "C", "C", "C", "N", "C", "C", "H", "H", "H", "H", "H", "H"],
  "positions_angstrom": [[0.99, -0.49, 0.49], [3.24, 0.17, -1.71], [3.98, 0.30, -0.41], [5.39, 0.36, -0.39], [6.02, 0.41, 0.82], [5.27, 0.42, 2.02], [5.90, 0.47, 3.28], [5.12, 0.48, 4.40], [3.72, 0.45, 4.31], [3.03, 0.42, 3.10], [1.30, 0.45, 3.08], [3.86, 0.38, 1.91], [3.27, 0.31, 0.69], [3.90, 0.26, -2.57], [2.46, 0.94, -1.80], [2.74, -0.80, -1.78], [5.95, 0.35, -1.32], [7.10, 0.45, 0.88], [6.98, 0.49, 3.34], [5.57, 0.51, 5.38], [3.13, 0.47, 5.21], [-1.97, -1.68, -3.06], [-2.37, -0.35, -2.64], [-3.45, -0.05, -1.83], [-3.44, 1.27, -1.60], [-2.34, 1.77, -2.28], [-1.66, 0.78, -2.91], [-0.25, 0.89, -3.81], [-2.85, -2.32, -3.05], [-1.22, -2.06, -2.37], [-1.56, -1.61, -4.06], [-4.12, -0.82, -1.48], [-4.10, 1.89, -1.03], [-1.97, 2.71, -2.23], [0.66, -2.73, 0.35], [-0.51, -2.39, 0.08], [-0.90, -1.24, -0.28], [-1.59, -3.45, 0.15], [-2.92, -3.09, 0.33], [-3.92, -4.05, 0.37], [-3.55, -5.38, 0.21], [-2.24, -5.77, 0.03], [-1.26, -4.80, 0.01], [-4.60, -6.41, 0.23], [-4.27, -7.57, 0.11], [-5.76, -6.05, 0.38], [-3.16, -2.04, 0.43], [-4.96, -3.80, 0.52], [-2.00, -6.82, -0.09], [-0.21, -5.05, -0.11], [-1.82, 6.51, -0.75], [-2.09, 5.66, 0.26], [-3.20, 6.02, 1.41], [-1.30, 4.39, 0.24], [-1.71, 3.30, 0.99], [-0.99, 2.12, 0.92], [0.09, 1.97, 0.15], [0.51, 3.02, -0.54], [-0.14, 4.25, -0.53], [-2.35, 7.37, -0.80], [-1.25, 6.25, -1.53], [-2.59, 3.37, 1.62], [-1.28, 1.25, 1.50], [1.40, 2.88, -1.14], [0.29, 5.06, -1.09]],
  "orbital_gap_ev": 5.109,
  "homo_energy_ev": -3.7,
  "spin_multiplicity": 1,
  "e_above_lowest_kj_mol": 41.4,
  "charge": -1
}

Entry 6:
{
  "formula": "C3H12O2S",
  "method": "the ωB97M-V functional and the def2-TZVPD basis",
  "symbols": ["C", "C", "S", "C", "H", "H", "H", "H", "H", "H", "H", "H", "O", "H", "H", "O", "H", "H"],
  "positions_angstrom": [[0.49, -0.53, 0.95], [0.06, -1.28, -0.34], [-1.72, -1.75, -0.39], [-2.47, -0.38, 0.52], [1.46, -0.07, 0.80], [0.50, -1.22, 1.80], [-0.20, 0.26, 1.26], [0.66, -2.20, -0.40], [0.35, -0.64, -1.16], [-2.44, -0.46, 1.61], [-2.06, 0.59, 0.26], [-3.60, -0.30, 0.46], [0.30, 2.17, -0.45], [-0.28, 2.90, -0.68], [-0.14, 1.42, -0.86], [2.84, 0.35, -1.45], [3.72, 0.15, -1.14], [2.53, 1.01, -0.81]],
  "orbital_gap_ev": 9.115,
  "homo_energy_ev": -8.5,
  "spin_multiplicity": 1,
  "e_above_lowest_kj_mol": 64.0,
  "smiles": "CCSC.O.O",
  "charge": 0
}